The following is a quantum chemistry calculation of ArH22O11 as an isolated structure at a distorted geometry, from the OMol25 dataset.

Properties
relative energy (zero: lowest compared OMol25 entry of this formula, charge and spin)	0.646	eV
gap between HOMO and LUMO	10.533	eV
highest occupied orbital energy	-10.50	eV
multiplicity	1
F_max	1.061	eV Å⁻¹

Positions of all 34 atoms, in Å:
Ar (-0.09775, 0.20513, 0.56119)
O (-2.13048, -1.35112, 2.72238)
H (-2.14456, -0.44154, 2.42455)
H (-1.97790, -1.29248, 3.66552)
O (-2.88250, -2.47601, -1.58754)
H (-2.87530, -1.57920, -1.92207)
H (-1.95839, -2.69507, -1.46818)
O (3.36685, 2.28274, 0.75314)
H (2.76662, 2.49825, 0.03935)
H (3.63824, 1.38230, 0.57488)
O (-3.35947, 1.22178, 2.27418)
H (-2.90002, 2.03443, 2.48569)
H (-3.95110, 1.45941, 1.56023)
O (3.79799, -0.48810, 0.34034)
H (2.92003, -0.85569, 0.23881)
H (4.21504, -1.04163, 1.00057)
O (1.67032, -2.70101, -0.10546)
H (2.36573, -3.35601, -0.16563)
H (1.23071, -2.89312, 0.72283)
O (1.10892, 3.66829, -0.64511)
H (1.66201, 4.39920, -0.92094)
H (0.29267, 4.07917, -0.36024)
O (0.21622, 2.36254, -2.83199)
H (0.92326, 1.99208, -3.36027)
H (0.66142, 2.78422, -2.09700)
O (-0.38536, -3.49925, -1.81723)
H (0.18579, -2.94679, -1.28354)
H (-0.07021, -3.37590, -2.71261)
O (0.45579, -2.28343, 2.48872)
H (0.86941, -1.70687, 3.13117)
H (-0.40546, -1.89442, 2.33654)
O (-2.58150, 2.47865, -1.85602)
H (-1.66136, 2.39876, -2.10741)
H (-2.96564, 1.63070, -2.07886)